(1)
Formula: C7H10
Source: the OMol25 dataset
Level of theory: ωB97M-V/def2-TZVPD

```
17
C7H10, DFT ωB97M-V/def2-TZVPD
C 1.980 -0.261 1.931
C 1.389 -0.463 0.902
C 1.022 -0.426 -0.490
C 0.099 0.690 -0.935
C -0.504 1.637 0.081
C -0.354 -0.740 -1.016
C -1.362 -1.257 -0.017
H 2.575 0.020 2.766
H 1.877 -0.662 -1.113
H 0.402 1.164 -1.866
H 0.179 2.467 0.287
H -1.449 2.051 -0.288
H -0.705 1.143 1.036
H -0.345 -1.198 -2.004
H -2.266 -0.637 0.027
H -1.669 -2.276 -0.273
H -0.868 -1.253 0.971
```

Output
frontier orbital gap = 10.3 eV
E_LUMO = 1.089 eV
E = -7418.431 eV
total charge = 0
molecular weight = 94.157 Da
highest occupied orbital energy = -9.2 eV
ΔE to the lowest compared entry with this formula, charge and spin = 60.0 kcal per mole
structure (SMILES) = C#C[C@@H]1[C@H](C)[C@@H]1C

From a Löwdin analysis of the wavefunction, the atomic charges in e read: 0.13, -0.13, -0.24, -0.26, -0.07, -0.26, -0.06, 0.02, 0.14, 0.13, 0.08, 0.08, 0.07, 0.13, 0.08, 0.08, 0.07

***

(2)
Formula: C7H10
Source: the OMol25 dataset
Level of theory: ωB97M-V/def2-TZVPD

```
17
C7H10, DFT ωB97M-V/def2-TZVPD
C 1.006 -0.411 -2.170
C 0.002 -0.029 -1.388
C -0.020 -0.143 0.105
C 0.253 1.196 0.721
C -0.690 2.064 1.073
C 0.490 -1.384 0.781
C -0.986 -1.084 0.772
H 1.882 -0.912 -1.765
H 0.994 -0.218 -3.239
H -0.850 0.500 -1.818
H 1.305 1.479 0.781
H -1.745 1.814 0.989
H -0.442 3.057 1.437
H 0.844 -2.200 0.157
H 1.025 -1.268 1.720
H -1.621 -1.701 0.142
H -1.445 -0.759 1.703
```

Output
frontier orbital gap = 10.6 eV
E_LUMO = 1.146 eV
E = -7418.993 eV
total charge = 0
molecular weight = 94.157 Da
highest occupied orbital energy = -9.5 eV
ΔE to the lowest compared entry with this formula, charge and spin = 47.1 kcal per mole
structure (SMILES) = C=CC1(C=C)CC1

From a Löwdin analysis of the wavefunction, the atomic charges in e read: 0.02, -0.13, -0.48, -0.13, 0.02, -0.09, -0.09, 0.06, 0.05, 0.11, 0.11, 0.07, 0.05, 0.10, 0.11, 0.11, 0.10

***

(3)
Formula: C7H10
Source: the OMol25 dataset
Level of theory: ωB97M-V/def2-TZVPD

```
17
C7H10, DFT ωB97M-V/def2-TZVPD
C 1.839 -1.059 -0.047
C 0.250 -0.046 0.171
C -1.011 -0.908 0.090
C -1.587 0.401 -0.494
C -0.840 1.596 0.205
C 0.169 1.044 1.198
C -0.234 0.876 -0.952
H 1.827 -1.884 0.665
H 1.534 -1.362 -1.045
H 2.825 -0.579 -0.108
H -1.397 -1.291 1.040
H -0.982 -1.688 -0.678
H -2.520 0.486 -1.042
H -1.286 2.589 0.167
H -0.213 0.671 2.162
H 1.444 -0.023 0.574
H 0.181 1.179 -1.906
```

Output
frontier orbital gap = 7.3 eV
E_LUMO = 0.749 eV
E = -7412.730 eV
total charge = 0
molecular weight = 94.157 Da
highest occupied orbital energy = -6.6 eV
ΔE to the lowest compared entry with this formula, charge and spin = 191.5 kcal per mole

From a Löwdin analysis of the wavefunction, the atomic charges in e read: 0.05, -0.43, -0.07, -0.15, -0.20, -0.11, -0.13, 0.08, 0.08, 0.09, 0.11, 0.11, 0.13, 0.12, 0.05, 0.11, 0.14

***

(4)
Formula: C7H10
Source: the OMol25 dataset
Level of theory: ωB97M-V/def2-TZVPD

```
17
C7H10, DFT ωB97M-V/def2-TZVPD
C 1.417 -0.613 -0.309
C 0.261 -1.198 0.056
C -0.872 -1.071 1.062
C -1.094 0.412 1.187
C -1.614 -0.286 -0.037
C -0.538 -0.689 -1.087
C 0.764 0.064 -1.519
H 2.370 -0.439 0.185
H -1.258 -1.794 1.773
H -1.869 0.718 1.886
H -0.244 1.090 1.136
H -2.680 -0.298 -0.244
H -0.939 -1.414 -1.802
H 0.698 1.150 -1.374
H 1.140 -0.137 -2.530
H 2.181 2.322 0.447
H 2.278 2.183 1.171
```

Output
frontier orbital gap = 9.8 eV
E_LUMO = 1.163 eV
E = -7415.612 eV
total charge = 0
molecular weight = 94.157 Da
highest occupied orbital energy = -8.7 eV
ΔE to the lowest compared entry with this formula, charge and spin = 125.0 kcal per mole
structure (SMILES) = C1=C2[C@H]3C[C@H]3[C@H]2C1.[H][H]

From a Löwdin analysis of the wavefunction, the atomic charges in e read: -0.04, -0.17, -0.14, -0.08, -0.16, -0.21, -0.12, 0.08, 0.12, 0.11, 0.09, 0.12, 0.14, 0.10, 0.10, 0.02, 0.03

***

(5)
Formula: C7H10
Source: the OMol25 dataset
Level of theory: ωB97M-V/def2-TZVPD

```
17
C7H10, DFT ωB97M-V/def2-TZVPD
C -1.641 -1.281 -2.625
C -1.006 -0.514 -1.544
C 0.052 0.079 -1.195
C -1.109 0.597 -0.464
H -1.247 -2.301 -2.654
H -1.477 -0.838 -3.552
H -2.635 -1.285 -2.311
H 1.082 0.284 -1.386
H -1.340 0.342 0.626
H -1.636 1.569 -0.684
C 0.442 -0.112 2.030
C 1.596 0.431 2.213
C 2.751 0.972 2.507
H -0.477 0.337 2.265
H 0.320 -1.093 1.607
H 2.971 1.745 1.740
H 3.356 1.066 3.428
```

Output
frontier orbital gap = 10.1 eV
E_LUMO = 1.053 eV
E = -7415.655 eV
total charge = 0
molecular weight = 94.157 Da
highest occupied orbital energy = -9.1 eV
ΔE to the lowest compared entry with this formula, charge and spin = 124.1 kcal per mole
structure (SMILES) = CC1=CC1.C=C=C

From a Löwdin analysis of the wavefunction, the atomic charges in e read: -0.04, -0.23, -0.06, -0.12, 0.09, 0.06, 0.06, 0.10, 0.05, 0.09, -0.04, -0.18, -0.02, 0.04, 0.07, 0.06, 0.07

***

(6)
Formula: C7H10
Source: the OMol25 dataset
Level of theory: ωB97M-V/def2-TZVPD

```
17
C7H10, DFT ωB97M-V/def2-TZVPD
C 2.124 -1.419 -0.403
C 1.313 -0.596 -0.057
C 0.135 0.105 0.427
C -1.019 0.267 -0.590
C -0.594 0.109 -2.052
C 0.170 1.116 1.554
C -0.116 -0.312 1.871
H 2.808 -2.206 -0.627
H -1.464 1.262 -0.465
H -1.818 -0.445 -0.357
H 0.109 0.894 -2.356
H -1.465 0.168 -2.714
H -0.102 -0.855 -2.211
H 1.088 1.586 1.884
H -0.688 1.782 1.588
H -1.107 -0.633 2.165
H 0.687 -0.866 2.353
```

Output
frontier orbital gap = 10.3 eV
E_LUMO = 1.148 eV
E = -7418.251 eV
total charge = 0
molecular weight = 94.157 Da
highest occupied orbital energy = -9.2 eV
ΔE to the lowest compared entry with this formula, charge and spin = 64.2 kcal per mole
structure (SMILES) = C#CC1(CC)CC1

From a Löwdin analysis of the wavefunction, the atomic charges in e read: 0.12, -0.10, -0.43, -0.18, -0.11, -0.09, -0.09, 0.02, 0.11, 0.11, 0.08, 0.07, 0.06, 0.10, 0.10, 0.10, 0.11